{
  "formula": "C11H18O",
  "method": "ωB97M-V/def2-TZVPD",
  "smiles": "CCc1ccc(O)cc1.CCC",
  "e_above_lowest_kcal_mol": 8.00,
  "total_energy_ha": -505.1679,
  "total_charge": 0,
  "elements": ["C", "C", "C", "H", "H", "H", "H", "H", "H", "H", "H", "C", "C", "C", "C", "C", "C", "C", "C", "O", "H", "H", "H", "H", "H", "H", "H", "H", "H", "H"],
  "xyz": [[-1.632030, 1.521233, 0.993192], [-1.729991, 0.899393, 2.380176], [-1.345976, 3.036392, 1.062256], [-0.848874, 1.020527, 0.434231], [-2.481224, 1.424412, 0.348978], [-2.246907, 1.541125, 3.097368], [-0.281494, 3.263126, 1.064827], [-0.708322, 0.826761, 2.750649], [-2.157262, -0.097869, 2.385163], [-1.756307, 3.551805, 0.189559], [-1.823682, 3.448638, 1.947416], [-0.591822, -0.325514, -1.979808], [-1.031950, -1.552266, -2.787394], [0.586673, -0.619295, -1.082672], [0.446536, -1.604982, -0.115955], [1.801456, 0.059127, -1.172874], [1.516110, -1.980620, 0.697950], [2.874733, -0.280633, -0.357836], [2.723509, -1.309591, 0.554792], [3.837674, -1.652427, 1.294468], [-0.428685, 0.547956, -2.609226], [-1.450919, -0.078572, -1.363864], [-1.279296, -2.369705, -2.114320], [-0.505886, -2.071423, 0.109966], [1.799034, 0.929840, -1.811340], [1.393438, -2.754185, 1.443319], [3.792030, 0.293740, -0.406117], [3.590543, -2.370628, 1.897722], [-0.196637, -1.931216, -3.388157], [-1.864483, -1.365144, -3.462458]],
  "forces_ev_per_a": [[0.48, 0.79, -0.01], [0.40, 0.22, -0.11], [0.02, -0.28, -0.37], [0.31, -0.03, 0.04], [-1.03, -0.43, 0.08], [-0.28, -0.11, -0.17], [0.08, 0.00, 0.30], [0.09, -0.17, 0.20], [-0.13, -0.11, 0.00], [-0.01, -0.04, 0.07], [0.07, 0.22, 0.07], [-0.51, -0.20, 0.09], [0.90, -0.19, -0.32], [-0.29, -0.09, -0.13], [0.49, -0.32, 0.76], [-0.60, -0.15, 0.36], [-0.19, 0.59, -0.47], [-0.36, 0.48, -0.30], [0.73, -0.48, 0.23], [-0.47, -0.16, 0.15], [0.24, -0.05, -0.14], [-0.13, 0.27, 0.26], [-0.24, -0.01, 0.06], [-0.09, -0.01, -0.40], [0.49, 0.00, -0.26], [0.03, -0.05, 0.08], [0.05, -0.21, 0.07], [0.16, 0.28, -0.20], [-0.10, 0.12, -0.05], [-0.11, 0.13, 0.12]],
  "mulliken_charge": [0.687, -1.265, -1.266, -0.464, 0.323, 0.378, 0.312, 0.304, 0.328, 0.328, 0.325, -0.427, -1.291, 0.016, -0.184, -0.326, -0.789, -0.674, 1.067, -0.561, 0.467, 0.036, 0.314, 0.358, 0.342, 0.262, 0.391, 0.281, 0.340, 0.388]
}